No. 1
{"formula": "C43H46N4O3PTeW", "method": "wB97M-V/def2-TZVPD", "e_lumo_ev": [-6.356, -6.038], "mol_weight_g_mol": 1009.28, "charge": 2, "s_squared": 0.7542, "total_energy_ha": -2786.89085, "multiplicity": 2, "homo_energy_ev": [-13.0, -12.7], "species": ["W", "N", "C", "C", "C", "C", "C", "C", "P", "C", "C", "C", "C", "C", "C", "C", "C", "C", "C", "C", "C", "H", "H", "H", "H", "H", "H", "H", "H", "H", "H", "H", "H", "H", "H", "H", "H", "C", "N", "C", "C", "C", "O", "N", "C", "O", "H", "H", "H", "H", "H", "C", "C", "O", "N", "Te", "C", "C", "C", "C", "C", "C", "C", "C", "C", "C", "C", "C", "C", "C", "C", "C", "C", "C", "H", "H", "H", "H", "H", "H", "H", "H", "H", "H", "H", "H", "H", "H", "H", "H", "H", "H", "H", "H", "H", "H", "H", "H", "H"], "xyz": [[-0.31835, 0.19542, 0.92353], [-1.70083, -1.41401, -0.12046], [-1.78620, -2.75217, 0.47057], [-2.64046, -3.69510, -0.08560], [-2.70700, -4.97174, 0.44673], [-1.94067, -5.30602, 1.55138], [-1.11206, -4.36342, 2.13077], [-1.01474, -3.08550, 1.58688], [-0.00886, -1.75657, 2.34906], [-1.27282, -1.13319, 3.52082], [-1.55751, -1.66033, 4.77310], [-2.57259, -1.10653, 5.53816], [-3.30329, -0.03134, 5.06113], [-3.04797, 0.48505, 3.79630], [-2.03746, -0.06626, 3.02989], [1.31793, -2.54780, 3.28798], [1.82780, -1.93015, 4.42912], [2.93783, -2.47232, 5.05310], [3.55073, -3.60616, 4.54002], [3.05542, -4.20759, 3.39285], [1.95039, -3.67338, 2.75651], [-1.45349, -1.53234, -1.11102], [-2.65132, -1.01751, -0.13420], [-3.26311, -3.43222, -0.92958], [-3.36486, -5.70076, 0.00323], [-1.99808, -6.29891, 1.96552], [-0.52736, -4.61715, 3.00185], [-0.98736, -2.49848, 5.14497], [-2.79761, -1.52129, 6.50831], [-4.08378, 0.39997, 5.66718], [-3.64758, 1.29993, 3.41822], [-1.88838, 0.31779, 1.97473], [1.37855, -1.02284, 4.80292], [3.34341, -1.99471, 5.93096], [4.42575, -4.01193, 5.02252], [3.53205, -5.08988, 2.99623], [1.58328, -4.11029, 1.83827], [1.25844, 3.92866, 4.79523], [0.69275, 3.54310, 3.51722], [-0.02010, 4.42700, 2.78459], [-0.65998, 4.08972, 1.62826], [-0.53174, 2.74511, 1.20838], [-1.14485, 2.14866, 0.26890], [0.28914, 1.91830, 1.89935], [0.83207, 2.21795, 3.10458], [1.37908, 1.35657, 3.77016], [1.70062, 4.92019, 4.71886], [2.01792, 3.19680, 5.06475], [0.48952, 3.93633, 5.57082], [-0.10013, 5.42712, 3.18635], [-1.27297, 4.77281, 1.06791], [3.00703, -0.50861, 1.28593], [2.56525, -0.21031, -0.11007], [3.33474, -0.34698, -1.07496], [1.32756, 0.24630, -0.35081], [1.65194, 1.00024, -2.24277], [1.11077, -0.44654, -3.71118], [1.23863, 0.07880, -5.00433], [1.70353, 1.48356, -5.21768], [0.95295, -0.73551, -6.08584], [0.59826, -2.06852, -5.91852], [0.27818, -2.92813, -7.09306], [0.54189, -2.58056, -4.62770], [0.78722, -1.78964, -3.51222], [0.71741, -2.41112, -2.14568], [-0.02193, 2.32366, -2.28320], [-1.29583, 2.08128, -2.79242], [-1.78630, 0.68625, -3.02931], [-2.12417, 3.16121, -3.07003], [-1.71472, 4.46668, -2.84427], [-2.54765, 5.63232, -3.25572], [-0.47964, 4.68442, -2.23597], [0.37678, 3.63556, -1.96572], [1.72168, 3.88939, -1.33862], [2.93455, -1.57688, 1.48717], [2.42657, 0.05139, 2.02214], [4.06072, -0.24006, 1.35825], [2.74021, 1.58434, -4.88893], [1.09554, 2.20461, -4.66565], [1.65929, 1.74026, -6.27189], [1.02125, -0.32512, -7.08101], [0.55483, -2.45009, -8.02743], [-0.79024, -3.13835, -7.12402], [0.79865, -3.87845, -7.02090], [0.31817, -3.62792, -4.48480], [1.57884, -3.06558, -2.00413], [-0.17621, -3.03142, -2.04703], [0.73686, -1.65800, -1.35232], [-1.11866, -0.02574, -2.54118], [-1.82220, 0.45725, -4.09409], [-2.79578, 0.58178, -2.63682], [-3.10036, 2.97632, -3.49500], [-3.47299, 5.32080, -3.72909], [-1.98617, 6.24229, -3.96162], [-2.78316, 6.25838, -2.39832], [-0.17817, 5.69611, -2.00149], [1.77139, 4.89086, -0.91409], [2.52015, 3.80500, -2.08540], [1.91409, 3.16590, -0.53548]]}

***

No. 2
{"formula": "C43H47CaIN3O4PS4", "method": "wB97M-V/def2-TZVPD", "e_lumo_ev": [3.975, 3.972], "mol_weight_g_mol": 996.09, "charge": -2, "total_energy_ha": -5041.37558, "homo_energy_ev": [-0.3, -0.4], "species": ["Ca", "C", "C", "N", "C", "C", "C", "O", "C", "C", "N", "C", "C", "C", "C", "C", "C", "I", "C", "O", "H", "H", "H", "H", "H", "H", "H", "H", "H", "H", "H", "H", "C", "C", "C", "C", "C", "C", "C", "C", "S", "C", "N", "C", "C", "C", "C", "C", "C", "C", "C", "H", "H", "H", "H", "H", "H", "H", "H", "H", "H", "H", "H", "H", "H", "H", "H", "S", "C", "C", "C", "C", "C", "C", "H", "H", "H", "H", "H", "C", "C", "C", "O", "P", "S", "S", "O", "C", "C", "C", "H", "H", "H", "H", "H", "H", "H", "H", "H", "H", "H", "H", "H", "H"], "xyz": [[-16.24095, 14.53327, 7.40120], [-16.82100, 11.18772, 3.55863], [-17.64495, 10.96481, 4.78479], [-18.11930, 9.73850, 4.97978], [-18.92243, 9.51295, 5.96437], [-19.41878, 10.48070, 6.80697], [-20.31042, 10.01769, 7.91671], [-19.93427, 10.50466, 9.17430], [-18.81117, 11.74134, 6.85759], [-19.17861, 12.66867, 7.92038], [-18.56056, 13.77570, 8.29119], [-18.97153, 14.38759, 9.48596], [-19.84213, 13.77534, 10.36520], [-20.74381, 14.48048, 11.19829], [-20.62807, 15.84991, 11.28441], [-19.58290, 16.48156, 10.61948], [-18.66354, 15.72167, 9.90981], [-16.73519, 16.80251, 9.88313], [-17.93024, 11.95852, 5.84403], [-17.35587, 13.25461, 5.70154], [-16.48890, 10.27506, 3.13509], [-15.95692, 11.82931, 3.67598], [-17.47927, 11.55041, 2.71288], [-19.13903, 8.46245, 6.12994], [-20.22588, 8.90989, 7.80157], [-21.40014, 10.24629, 7.66487], [-19.98907, 9.76640, 9.79718], [-20.06325, 12.41137, 8.46470], [-19.96184, 12.63177, 10.29041], [-21.70621, 14.07606, 11.61329], [-21.23817, 16.43279, 12.00802], [-19.36001, 17.56185, 10.58291], [-11.40005, 15.89301, 8.99002], [-10.45176, 15.95661, 7.73923], [-9.29884, 14.95205, 7.79670], [-9.85171, 17.37173, 7.59847], [-11.26048, 15.63159, 6.45852], [-10.70778, 15.70837, 5.13230], [-11.38210, 15.22541, 3.99422], [-12.68865, 14.75343, 4.18373], [-13.77581, 14.31361, 2.92365], [-15.05906, 14.33390, 4.15883], [-14.63676, 14.46613, 5.46930], [-13.29914, 14.75947, 5.51055], [-12.56196, 15.13434, 6.62260], [-16.46390, 14.30616, 3.70871], [-16.78725, 14.83769, 2.38274], [-18.09190, 14.77877, 1.88619], [-19.16889, 14.62622, 2.79352], [-18.86859, 14.11710, 4.05469], [-17.57656, 13.96365, 4.50532], [-10.85857, 16.24931, 9.84626], [-11.71195, 14.82802, 9.11160], [-12.28335, 16.58224, 8.97745], [-9.07658, 14.82129, 8.81631], [-8.41093, 15.19811, 7.25960], [-9.60634, 13.97713, 7.46189], [-9.40613, 17.66976, 8.59269], [-10.66440, 18.13231, 7.35342], [-9.04213, 17.45195, 6.80747], [-9.65292, 16.01240, 4.99839], [-10.85083, 15.32490, 3.03274], [-13.10952, 15.02013, 7.57962], [-15.97875, 15.19369, 1.69975], [-18.34991, 15.01896, 0.82583], [-20.17025, 15.00348, 2.53851], [-19.64541, 13.76460, 4.76217], [-14.84113, 12.78713, 9.22149], [-14.88158, 11.36055, 8.25438], [-15.57634, 10.23904, 8.75912], [-15.90022, 9.19213, 7.96153], [-15.10211, 9.04399, 6.74812], [-14.12866, 9.95706, 6.36032], [-13.97262, 11.09748, 7.16868], [-16.02385, 10.40914, 9.77102], [-16.45735, 8.31973, 8.25461], [-15.25159, 8.11142, 6.11572], [-13.51580, 9.77273, 5.45385], [-13.17939, 11.84871, 6.96588], [-14.04493, 21.14966, 7.71981], [-14.54289, 19.72770, 7.59792], [-13.98103, 19.12808, 6.34475], [-14.11726, 18.85508, 8.72700], [-14.90156, 18.93133, 10.16876], [-15.68011, 20.49857, 10.80902], [-17.23104, 17.07267, 7.62397], [-13.73518, 18.45701, 11.10889], [-13.42167, 18.54723, 12.57477], [-12.65535, 17.27496, 12.93070], [-12.51008, 19.72491, 12.61957], [-14.33995, 21.70280, 6.79669], [-12.92450, 21.13347, 7.60121], [-14.37363, 21.73358, 8.62369], [-15.62628, 19.70462, 7.56680], [-12.85186, 19.18412, 6.44160], [-14.32676, 19.67692, 5.43716], [-14.28374, 18.07251, 6.22960], [-14.42052, 18.63171, 13.06422], [-11.77461, 17.13964, 12.27173], [-13.25577, 16.33497, 12.89408], [-12.29617, 17.34683, 13.95997], [-11.56200, 19.40077, 12.25630], [-12.36308, 20.11289, 13.67434], [-13.01289, 20.49643, 12.00439]]}

***

- What is the formula in the second record?
  C43H47CaIN3O4PS4

***

- Which value of charge does entry 2 give?
  -2

***

- The highest charge belongs to which entry?
  C43H46N4O3PTeW

***

- What is the charge in the first record?
  +2